{"formula": "C18H25F16N3O6S", "method": "ωB97M-V with the def2-TZVPD basis set", "e_homo_ha": -0.3419, "de_lowest_kj_mol": 22.0, "fmax_ha_per_bohr": 0.02319, "homo_lumo_gap_ev": 9.75, "e_tot_ev": -90140.9208, "e_lumo_ev": 0.44, "molar_mass_g_mol": 715.45, "species": ["C", "C", "C", "C", "C", "C", "N", "C", "N", "N", "C", "O", "S", "O", "O", "O", "H", "H", "H", "H", "H", "H", "H", "H", "H", "H", "H", "H", "H", "H", "H", "H", "H", "C", "C", "C", "F", "F", "F", "F", "O", "C", "C", "F", "F", "F", "F", "H", "H", "H", "H", "C", "C", "C", "F", "F", "F", "F", "O", "C", "C", "F", "F", "F", "F", "H", "H", "H", "H"], "xyz": [[2.9155, 0.1136, 2.4381], [1.8077, -0.1954, 1.4134], [1.1547, 1.0890, 0.8555], [-0.2822, 1.3848, 1.3552], [-1.3262, 1.4984, 0.2296], [-2.2616, 0.2692, 0.0215], [-1.9165, -0.8991, 0.8583], [-3.0758, -1.5885, 1.3341], [-3.5480, -1.4573, 2.4963], [-3.7418, -2.3782, 0.3802], [2.3538, -1.0101, 0.2557], [2.6404, -2.3165, 0.8887], [1.3723, -2.6312, 1.7952], [0.4298, -3.3832, 1.0255], [1.7775, -3.1099, 3.0752], [0.8430, -1.1266, 1.9539], [3.8974, 0.1153, 1.9555], [2.7648, 1.0938, 2.8931], [2.9403, -0.6336, 3.2325], [1.1633, 1.0336, -0.2400], [1.8135, 1.9193, 1.1194], [-0.5927, 0.6294, 2.0752], [-0.2583, 2.3428, 1.8843], [-1.9678, 2.3565, 0.4425], [-0.8305, 1.7264, -0.7205], [-3.2957, 0.5474, 0.2395], [-2.2491, -0.0110, -1.0389], [-1.3673, -1.5566, 0.3143], [-2.9704, -0.8015, 3.0150], [-4.5112, -2.8543, 0.8382], [-3.1306, -3.0749, -0.0287], [1.6024, -1.2219, -0.5087], [3.2793, -0.6524, -0.1908], [3.9528, -5.0969, -1.4841], [4.3937, -3.8263, -2.2267], [5.1270, -3.9778, -3.5657], [6.2739, -4.6638, -3.4328], [5.4279, -2.7440, -4.0285], [5.0991, -3.0299, -1.3968], [3.2473, -3.1529, -2.5501], [4.7835, -5.5668, -0.4355], [5.8317, -6.4226, -0.6175], [7.1795, -5.8087, -0.2009], [7.4184, -4.6602, -0.8579], [8.1608, -6.6863, -0.5041], [5.8751, -6.9241, -1.8619], [5.6416, -7.4672, 0.2226], [3.0350, -4.8176, -0.9671], [3.6927, -5.8989, -2.1764], [4.4851, -4.4806, -4.2935], [7.1778, -5.6188, 0.8736], [-6.4730, 6.2601, -0.6235], [-5.4591, 7.2051, -1.2813], [-4.4598, 6.6149, -2.2839], [-3.6807, 5.6787, -1.7082], [-3.6631, 7.6096, -2.7293], [-4.8064, 7.9185, -0.3444], [-6.2105, 8.0724, -2.0256], [-6.1729, 5.7595, 0.6641], [-5.4597, 4.6166, 0.8646], [-4.1354, 4.8793, 1.5987], [-3.3894, 5.7879, 0.9447], [-3.4440, 3.7169, 1.6481], [-5.2620, 3.9345, -0.2748], [-6.1844, 3.8234, 1.6875], [-7.3519, 6.8823, -0.4626], [-6.7580, 5.4599, -1.3080], [-4.9884, 6.1746, -3.1330], [-4.3342, 5.2317, 2.6118]], "atomic_forces_ev_per_a": [[-0.103, -0.095, 0.164], [0.728, 0.665, -0.671], [-0.322, -0.284, 0.193], [0.144, 0.410, -0.077], [-0.256, -0.060, 0.082], [0.184, -0.039, -0.173], [-0.374, -0.206, -0.175], [0.126, 0.030, -0.292], [-0.166, 0.181, 0.139], [0.033, -0.234, 0.419], [0.353, -1.077, 0.091], [-0.164, 0.555, 0.010], [-0.337, -0.223, 0.582], [0.090, 0.371, 0.142], [0.101, 0.048, -0.610], [0.074, -0.369, 0.004], [-0.141, 0.058, 0.019], [-0.064, -0.122, 0.021], [0.007, 0.005, -0.086], [-0.096, -0.011, 0.116], [-0.037, -0.095, -0.079], [-0.030, 0.045, -0.082], [-0.005, -0.137, -0.031], [0.101, -0.091, -0.078], [0.010, 0.003, 0.140], [0.139, 0.008, 0.093], [-0.063, 0.037, 0.105], [0.166, 0.064, 0.076], [0.004, 0.005, 0.036], [-0.011, 0.004, -0.060], [0.048, 0.144, -0.227], [-0.001, 0.346, -0.034], [-0.051, -0.019, 0.127], [-0.400, -0.413, 0.159], [0.227, 0.051, 0.295], [-0.146, 0.051, -0.070], [0.126, -0.123, 0.149], [-0.004, 0.047, -0.019], [0.061, -0.026, -0.050], [-0.162, -0.065, -0.008], [0.393, 0.538, -0.060], [-0.290, -0.143, 0.056], [-0.031, -0.020, 0.099], [-0.053, 0.066, -0.144], [0.019, -0.018, 0.005], [0.045, 0.099, -0.179], [-0.018, -0.114, 0.015], [0.014, 0.085, -0.045], [0.171, 0.072, -0.138], [-0.005, -0.020, 0.004], [-0.009, 0.006, 0.008], [-0.478, -0.174, -0.093], [0.099, -0.014, 0.188], [-0.063, 0.036, -0.059], [0.009, -0.059, 0.049], [0.020, 0.008, -0.025], [0.000, -0.004, -0.013], [-0.026, 0.031, -0.029], [0.421, 0.367, 0.087], [-0.190, -0.052, 0.028], [-0.004, -0.008, 0.049], [-0.016, -0.007, -0.025], [0.012, 0.008, 0.090], [0.096, -0.049, -0.128], [-0.027, -0.053, -0.033], [-0.001, -0.016, -0.014], [0.125, 0.016, -0.040], [0.001, -0.013, 0.000], [-0.005, -0.005, 0.008]], "mulliken_charge": [-1.67, 2.02, -1.71, -0.57, -0.23, -0.70, 0.23, 0.26, -0.81, -0.54, -1.37, -0.22, 1.11, -0.61, -0.62, -0.31, 0.32, 0.49, 0.33, 0.45, 0.54, 0.46, 0.50, -0.11, 0.44, 0.37, 0.12, 0.08, 0.31, 0.31, 0.23, 0.44, 0.50, -0.87, 1.06, 0.04, -0.23, -0.27, -0.28, -0.33, -0.37, 0.83, 0.22, -0.22, -0.26, -0.30, -0.30, 0.42, 0.34, 0.29, 0.24, -0.68, 0.87, 0.07, -0.19, -0.27, -0.27, -0.32, -0.39, 0.80, 0.17, -0.22, -0.19, -0.28, -0.31, 0.38, 0.33, 0.28, 0.22]}

=====

{"formula": "C33H34Br2GeN2Sr", "method": "ωB97M-V with the def2-TZVPD basis set", "e_homo_ha": [-0.3657, -0.3667], "de_lowest_kj_mol": 35.5, "fmax_ha_per_bohr": 0.02261, "homo_lumo_gap_ev": [6.62, 5.74], "e_tot_ev": -235185.1296, "charge": 1, "e_lumo_ev": [-3.34, -4.24], "spin_multiplicity": 2, "molar_mass_g_mol": 778.69, "species": ["Sr", "Br", "C", "Br", "H", "H", "C", "C", "C", "C", "C", "C", "C", "C", "C", "C", "N", "C", "C", "C", "C", "C", "N", "H", "H", "H", "H", "H", "H", "H", "H", "H", "H", "H", "H", "H", "H", "H", "H", "H", "C", "Ge", "C", "C", "C", "C", "C", "C", "C", "C", "C", "C", "C", "C", "C", "C", "C", "C", "H", "H", "H", "H", "H", "H", "H", "H", "H", "H", "H", "H", "H", "H", "H"], "xyz": [[-1.4265, -1.0939, 1.0888], [-1.5193, -1.5026, 4.1526], [-2.8417, -2.8997, 3.9375], [-3.1988, -3.3127, 2.0744], [-3.7646, -2.5566, 4.3801], [-2.4545, -3.7953, 4.3988], [-0.5409, -3.6794, -0.5154], [0.3382, -2.6938, -1.2951], [-0.2649, -2.3269, -2.6214], [0.1607, -2.9622, -3.7772], [-0.4683, -2.7105, -4.9867], [-1.5533, -1.8547, -5.0179], [-2.0118, -1.1969, -3.8784], [-3.3003, -0.4022, -4.0023], [-3.1838, 0.8387, -4.8907], [-1.3073, -1.3891, -2.6830], [-1.6042, -0.6510, -1.4935], [-1.9240, 0.6007, -1.6379], [-2.3591, 1.4555, -0.5801], [-2.8822, 2.7383, -0.6991], [-3.2640, 3.1380, 0.5883], [-2.9474, 2.0742, 1.4302], [-2.4011, 1.0413, 0.7468], [-0.2142, -3.8066, 0.5320], [-0.5208, -4.6698, -0.9681], [-1.5953, -3.3683, -0.5470], [1.3280, -3.1243, -1.4469], [0.5189, -1.7832, -0.7205], [0.9853, -3.6665, -3.7251], [-0.1309, -3.1990, -5.8911], [-2.0869, -1.7059, -5.9505], [-3.6777, -0.1170, -3.0234], [-4.0514, -1.0741, -4.4221], [-2.5895, 1.6245, -4.4135], [-4.1682, 1.2566, -5.1105], [-2.7025, 0.6028, -5.8417], [-1.8783, 1.0549, -2.6274], [-2.9849, 3.2968, -1.6192], [-3.7156, 4.0747, 0.8792], [-3.0788, 2.0233, 2.5037], [3.0266, -2.3334, 1.6920], [2.0586, -0.6702, 1.5063], [2.5584, 0.2177, -0.1242], [3.8789, 0.0831, -0.5590], [4.2871, 0.6627, -1.7559], [3.3771, 1.3663, -2.5339], [2.0598, 1.5035, -2.1140], [1.6560, 0.9341, -0.9149], [2.2235, 0.4009, 3.0770], [3.0611, -0.0231, 4.0785], [3.3024, 0.7922, 5.2125], [2.6803, 1.9994, 5.3256], [1.7668, 2.4533, 4.3350], [1.0803, 3.6885, 4.4693], [0.1689, 4.0874, 3.5370], [-0.1081, 3.2662, 2.4177], [0.5559, 2.0864, 2.2602], [1.5211, 1.6441, 3.2049], [4.0761, -2.0927, 1.8768], [2.9555, -2.9076, 0.7694], [2.6580, -2.9405, 2.5194], [4.6025, -0.4707, 0.0287], [5.3157, 0.5615, -2.0812], [3.6958, 1.8097, -3.4682], [1.3493, 2.0533, -2.7196], [0.6244, 1.0585, -0.6080], [3.5752, -0.9749, 4.0008], [3.9867, 0.4541, 5.9808], [2.8650, 2.6296, 6.1888], [1.2858, 4.3071, 5.3365], [-0.3515, 5.0291, 3.6524], [-0.8472, 3.5725, 1.6869], [0.3356, 1.4737, 1.3958]], "atomic_forces_ev_per_a": [[0.662, 0.155, -0.943], [-0.011, -0.062, 0.280], [0.053, 0.081, -0.070], [-0.346, -0.370, 0.317], [-0.068, 0.008, 0.035], [0.003, -0.072, 0.041], [-0.003, 0.081, 0.167], [0.134, -0.023, 0.008], [-0.046, -0.048, -0.012], [-0.024, -0.071, 0.071], [0.004, 0.049, -0.026], [-0.050, -0.111, -0.068], [-0.102, 0.016, -0.043], [0.095, -0.006, -0.096], [-0.016, 0.062, -0.025], [0.094, 0.354, 0.217], [-0.203, -0.166, 0.126], [-0.057, 0.039, 0.151], [0.182, -0.407, 0.102], [-0.041, 0.324, 0.039], [-0.025, -0.044, -0.114], [-0.012, -0.164, -0.219], [-0.324, 0.422, 0.026], [-0.053, 0.045, -0.217], [0.006, 0.013, -0.036], [0.076, -0.019, 0.035], [0.022, -0.066, 0.008], [0.058, 0.147, 0.110], [-0.050, 0.051, -0.003], [-0.011, 0.003, 0.009], [0.009, -0.010, 0.020], [-0.081, -0.030, 0.041], [0.009, -0.008, -0.095], [-0.036, -0.062, -0.087], [0.052, -0.025, 0.049], [-0.035, -0.007, 0.051], [0.070, 0.042, 0.097], [0.013, -0.014, 0.063], [0.023, -0.067, -0.034], [0.011, -0.009, -0.053], [0.129, -0.260, 0.044], [-0.317, -0.207, -0.070], [-0.017, 0.163, -0.464], [-0.047, 0.075, -0.208], [-0.047, -0.014, 0.067], [0.000, -0.005, 0.032], [0.057, -0.037, 0.033], [0.186, -0.030, -0.055], [-0.266, 0.313, 0.355], [0.053, 0.215, 0.175], [-0.004, -0.151, -0.106], [-0.074, 0.101, -0.006], [0.056, 0.081, 0.169], [0.076, -0.074, 0.092], [-0.069, -0.061, -0.141], [0.053, 0.245, 0.090], [0.217, -0.112, 0.227], [-0.059, -0.115, -0.045], [0.026, -0.124, -0.015], [0.053, -0.012, 0.009], [0.037, 0.048, -0.021], [-0.016, -0.001, 0.003], [-0.047, 0.004, 0.015], [-0.003, -0.003, 0.006], [0.021, -0.015, 0.023], [-0.047, -0.007, -0.005], [-0.011, 0.037, 0.013], [-0.024, 0.008, -0.034], [-0.011, -0.014, -0.044], [0.003, -0.037, -0.044], [0.003, -0.008, -0.009], [0.099, -0.004, 0.061], [0.009, -0.028, -0.067]], "mulliken_spin": [0.09, 0.00, 0.00, 0.00, 0.00, 0.00, 0.04, -0.09, 0.00, 0.00, 0.00, 0.00, 0.00, 0.00, 0.00, 0.00, 0.02, 0.00, -0.01, 0.00, 0.00, 0.00, 0.01, -0.01, 0.00, 0.00, -0.02, 0.14, 0.00, 0.00, 0.00, 0.00, 0.00, 0.00, 0.00, 0.00, 0.00, 0.00, 0.00, 0.00, 0.06, 0.89, -0.04, 0.02, 0.00, 0.01, 0.00, -0.02, -0.01, 0.03, -0.01, 0.04, -0.02, 0.00, 0.00, 0.03, -0.23, -0.18, 0.02, -0.01, 0.00, 0.00, 0.00, 0.00, 0.00, -0.01, 0.01, 0.00, 0.00, 0.00, 0.00, 0.00, 0.22]}